No. 1
The following is a DFT calculation (ωB97M-V/def2-TZVPD) of a structure of composition C9H14N2PPb at a distorted geometry.

Energy relative to the best compared isomer or geometry (same formula, charge and spin): 0.0 kcal per mole
Max |F|: 2.93 eV/A
Kohn-Sham gap (alpha / beta): 6.7 / 5.7 eV
Electronic energy: -994.710231 Eh
Charge: +1
LUMO (alpha / beta): -3.82 / -4.11 eV

Each line ends with the Mulliken charge.
Positions of all 27 atoms, in Å:
C1 0.35 -0.49 -3.70  -0.3744
C2 -0.87 -1.22 -3.78  -0.5465
C3 -0.67 -2.48 -3.14  -0.2416
C4 0.71 -2.59 -2.79  -0.5818
C5 1.33 -1.34 -3.08  -0.4520
Pb1 1.20 1.03 -0.11  0.3847
P1 -0.70 3.07 -0.27  -0.2403
H1 0.53 0.52 -4.07  0.4404
H2 -1.81 -0.86 -4.21  0.4005
H3 -1.42 -3.26 -3.03  0.4405
H4 2.37 -1.08 -2.90  0.5190
H5 1.19 -3.45 -2.33  0.3890
H6 -1.91 3.19 0.49  0.1616
H7 -1.20 3.21 -1.61  0.1584
H8 -0.13 4.38 -0.09  0.1528
C6 1.59 1.24 3.08  -1.1800
C7 0.43 0.39 2.74  0.6369
N1 -0.01 0.01 1.53  -0.2181
C8 -1.13 -0.82 1.73  -0.5266
C9 -1.33 -0.93 3.07  -0.3640
N2 -0.35 -0.15 3.68  -0.0467
H9 1.25 2.19 3.53  0.3086
H10 2.20 0.70 3.83  0.3536
H11 2.26 1.46 2.23  0.3272
H12 -1.63 -1.25 0.89  0.4774
H13 -2.06 -1.47 3.64  0.4024
H14 -0.18 0.00 4.67  0.2189

No. 2
The following is a DFT calculation (ωB97M-V/def2-TZVPD) of a cluster of 2 separate species, C9H14N3O in total at a distorted geometry.

Energy relative to the best compared isomer or geometry (same formula, charge and spin): 89.0 kcal per mole
Max |F|: 7.51 eV/A
Kohn-Sham gap (alpha / beta): 6.6 / 6.0 eV
Electronic energy: -590.286915 Eh
Charge: +1
Spin multiplicity: 3
⟨S²⟩: 2.0281
LUMO (alpha / beta): -2.69 / -7.30 eV

Each line ends with the Mulliken charge.
Positions of all 27 atoms, in Å:
C1 -3.45 0.87 -0.67  -0.3829
C2 -3.77 -0.48 -0.80  -0.6997
C3 -2.32 1.32 0.05  -0.7847
C4 -2.78 -1.38 -0.34  0.0659
C5 -1.52 0.38 0.60  1.2598
C6 1.40 0.33 0.28  0.5759
C7 1.05 -2.19 0.57  -0.9381
C8 3.20 1.61 -0.73  -0.8965
C9 -0.33 0.62 1.43  -1.7430
N1 -1.71 -0.94 0.37  -0.3577
N2 1.66 -0.94 0.17  0.1998
N3 1.90 1.47 -0.09  -0.2181
O1 2.99 -1.15 -0.43  -0.4966
H1 -4.15 1.47 -1.17  0.4313
H2 -4.49 -0.95 -1.33  0.5082
H3 -1.90 2.29 0.16  0.4140
H4 -2.84 -2.49 -0.53  0.3613
H5 1.00 -2.09 1.60  0.4234
H6 0.09 -2.20 0.16  0.3882
H7 1.65 -2.97 0.35  0.2718
H8 3.64 2.44 -0.09  0.3251
H9 2.98 1.83 -1.82  0.2721
H10 3.72 0.76 -0.75  0.4041
H11 -0.24 1.59 1.66  0.7588
H12 -0.02 -0.21 2.20  0.2272
H13 1.51 2.19 0.49  0.2685
H14 2.74 -1.17 -1.35  0.3620

No. 3
The following is a DFT calculation (ωB97M-V/def2-TZVPD) of the ion C9H14N3OS with charge +1 at a distorted geometry.

Energy relative to the best compared isomer or geometry (same formula, charge and spin): 19.4 kcal per mole
Max |F|: 3.89 eV/A
Kohn-Sham gap: 8.1 eV
Electronic energy: -988.702634 Eh
SMILES string: CS[C@H]1N=CN/C(=[NH+]/C2CC2)[C@@H]1C=O
Charge: +1
LUMO: -4.18 eV

Each line ends with the Mulliken charge.
Positions of all 28 atoms, in Å:
C1 -2.06 0.02 -0.28  0.0195
C2 -1.83 -2.26 0.15  -0.0688
C3 -1.48 0.38 2.08  -0.1617
C4 3.57 0.55 1.34  -0.6705
C5 2.67 1.30 0.42  -0.4006
C6 -0.88 0.31 0.73  -0.3981
C7 2.06 0.40 1.48  -0.1365
C8 0.11 -0.90 0.69  0.1216
C9 -2.89 0.70 -2.90  -0.8861
N1 -2.48 -1.29 -0.20  -0.3761
N2 -0.49 -2.16 0.54  -0.1416
N3 1.37 -0.83 1.10  -0.0941
O1 -1.39 -0.52 2.87  -0.4106
S1 -1.46 0.26 -1.88  0.0148
H1 -2.95 0.69 0.11  0.4481
H2 -2.17 -3.36 0.16  0.2912
H3 -2.06 1.36 2.27  0.3346
H4 4.13 -0.35 1.02  0.2751
H5 4.05 1.10 2.17  0.2451
H6 2.42 2.41 0.67  0.2294
H7 2.78 1.06 -0.63  0.2770
H8 -0.37 1.20 0.38  0.5826
H9 1.50 0.83 2.38  0.3326
H10 -3.89 0.58 -2.43  0.3088
H11 -2.85 0.15 -3.84  0.3240
H12 -2.98 1.76 -3.27  0.3193
H13 -0.23 -2.99 1.10  0.3131
H14 1.85 -1.72 1.28  0.3078

No. 4
The following is a DFT calculation (ωB97M-V/def2-TZVPD) of a cluster of 2 separate species, C9H14NO2P in total at a distorted geometry.

Energy relative to the best compared isomer or geometry (same formula, charge and spin): 41.3 kcal per mole
Max |F|: 3.55 eV/A
Kohn-Sham gap (alpha / beta): 7.7 / 5.5 eV
Electronic energy: -897.722541 Eh
Charge: 0
Spin multiplicity: 3
⟨S²⟩: 2.0176
LUMO (alpha / beta): 0.71 / -1.59 eV

Each line ends with the Mulliken charge.
Positions of all 27 atoms, in Å:
C1 -1.10 1.38 2.98  -0.4840
C2 -0.15 0.31 3.26  -0.6720
C3 -0.63 2.19 1.93  0.6157
C4 1.07 0.45 2.66  0.4269
C5 -0.04 -1.46 -2.82  -0.7926
C6 0.16 -2.07 -1.45  -0.7348
C7 -0.62 0.00 -2.68  -0.7063
C8 0.85 -1.11 -0.54  -0.4255
C9 0.13 0.76 -1.58  -0.7231
N1 0.05 -0.04 -0.41  -0.2700
O1 -1.30 3.17 1.23  -0.5019
O2 2.09 -0.39 2.59  -0.4309
P1 1.06 1.84 1.45  -0.2194
H1 -2.05 1.66 3.63  0.2548
H2 -0.45 -0.40 3.97  0.4459
H3 0.90 -1.61 -3.38  0.3143
H4 -0.78 -2.03 -3.29  0.3768
H5 -0.92 -2.19 -1.11  0.2983
H6 0.62 -3.07 -1.38  0.3935
H7 -0.66 0.49 -3.62  0.4076
H8 -1.69 -0.08 -2.34  0.3004
H9 0.97 -1.60 0.40  0.3535
H10 1.87 -0.81 -1.00  0.3215
H11 1.28 0.89 -1.74  0.3483
H12 -0.30 1.69 -1.33  0.4627
H13 -2.29 3.22 1.55  0.3192
H14 1.92 -1.18 3.01  0.3212

No. 5
The following is a DFT calculation (ωB97M-V/def2-TZVPD) of a cluster of 2 separate species, C9H14O in total at a distorted geometry.

Energy relative to the best compared isomer or geometry (same formula, charge and spin): 45.1 kcal per mole
Max |F|: 5.40 eV/A
Kohn-Sham gap (alpha / beta): 2.9 / 7.1 eV
Electronic energy: -426.452414 Eh
Charge: -1
Spin multiplicity: 2
⟨S²⟩: 0.7615
LUMO (alpha / beta): 3.70 / 3.65 eV

Each line ends with the Mulliken charge.
Positions of all 24 atoms, in Å:
C1 -3.58 0.45 -0.81  -0.9476
C2 -2.50 1.54 -0.31  -0.5857
H1 -4.42 0.60 -0.22  0.2819
H2 -3.87 0.65 -1.82  0.2824
H3 -3.24 -0.59 -0.81  0.2961
H4 -2.77 2.10 0.66  0.3043
H5 -2.09 2.12 -1.08  0.3434
H6 -1.65 0.81 0.13  -0.0708
C3 2.19 0.95 -1.71  -1.3073
C4 1.12 -1.59 1.73  1.0996
C5 1.85 -2.11 0.63  -1.0080
C6 0.51 -0.34 1.67  -1.1537
C7 2.24 -1.10 -0.27  -0.2967
C8 0.75 0.53 0.52  -0.6020
C9 1.60 0.20 -0.51  0.2191
O1 0.95 -2.52 2.72  -0.3060
H7 2.32 -3.11 0.70  0.2962
H8 0.65 -1.99 3.44  0.2697
H9 -0.38 -0.03 2.25  0.1592
H10 3.00 -1.47 -0.99  0.2279
H11 0.07 1.39 0.37  0.6329
H12 1.81 1.93 -2.17  0.3105
H13 2.20 0.27 -2.57  0.2888
H14 3.23 1.33 -1.56  0.2659

No. 6
The following is a DFT calculation (ωB97M-V/def2-TZVPD) of a cluster of 2 separate species, C9H14O in total at a distorted geometry.

Energy relative to the best compared isomer or geometry (same formula, charge and spin): 5.7 kcal per mole
Max |F|: 1.59 eV/A
Kohn-Sham gap (alpha / beta): 3.1 / 7.0 eV
Electronic energy: -426.515203 Eh
Charge: -1
Spin multiplicity: 2
⟨S²⟩: 0.7615
LUMO (alpha / beta): 3.76 / 3.72 eV

Each line ends with the Mulliken charge.
Positions of all 24 atoms, in Å:
C1 2.75 0.38 1.88  -0.8941
C2 1.37 1.02 1.74  -0.6056
H1 3.40 1.15 2.34  0.3155
H2 2.84 -0.58 2.37  0.3087
H3 3.20 0.38 0.88  0.2119
H4 0.92 1.22 2.70  0.3758
H5 0.58 0.42 1.27  0.0551
H6 1.50 1.93 1.17  0.2071
C3 1.23 -0.85 -1.81  -1.4484
C4 -2.72 0.10 -0.34  1.0551
C5 -2.40 -1.22 -0.57  -0.7016
C6 -1.78 1.12 -0.51  -0.7935
C7 -1.07 -1.58 -0.98  -0.7111
C8 -0.49 0.75 -1.02  -0.6279
C9 -0.15 -0.57 -1.29  0.6747
O1 -3.96 0.46 0.17  -0.5603
H7 -3.15 -2.00 -0.40  0.1904
H8 -4.40 -0.35 0.48  0.2715
H9 -1.98 2.11 -0.12  0.3058
H10 -0.68 -2.59 -0.83  0.2665
H11 0.25 1.51 -1.23  0.2054
H12 1.87 0.04 -1.79  0.2816
H13 1.14 -1.17 -2.84  0.3563
H14 1.73 -1.67 -1.27  0.2612

No. 7
The following is a DFT calculation (ωB97M-V/def2-TZVPD) of a cluster of 2 separate species, C9H14O in total.

Energy relative to the best compared isomer or geometry (same formula, charge and spin): 4.9 kcal per mole
Max |F|: 0.94 eV/A
Kohn-Sham gap: 9.3 eV
Electronic energy: -426.564970 Eh
SMILES string: Cc1ccc(O)cc1.CC
Charge: 0
LUMO: 0.87 eV

Each line ends with the Mulliken charge.
Positions of all 24 atoms, in Å:
C1 2.25 2.91 0.77  -0.6432
C2 2.00 2.92 -0.74  -0.8018
H1 1.45 3.42 1.31  0.2669
H2 2.33 1.87 1.10  0.0587
H3 3.16 3.44 1.04  0.3607
H4 1.63 3.90 -1.05  0.2828
H5 1.24 2.18 -0.98  0.2085
H6 2.90 2.70 -1.32  0.2801
C3 -1.87 -1.95 -2.36  -1.3088
C4 -0.07 -1.95 -0.57  -0.5360
C5 -1.26 -1.46 -1.06  0.4803
C6 0.57 -1.34 0.50  -0.4064
C7 -0.03 -0.29 1.17  0.6717
C8 -1.86 -0.39 -0.38  -0.4497
C9 -1.23 0.23 0.69  -0.5840
O1 0.47 0.25 2.32  -0.5518
H7 0.47 -2.77 -1.02  0.3574
H8 1.53 -1.70 0.83  0.2939
H9 -2.31 -2.94 -2.23  0.2947
H10 -1.12 -1.94 -3.15  0.3241
H11 -2.82 -0.03 -0.70  0.3161
H12 1.41 0.03 2.45  0.3239
H13 -1.66 1.09 1.18  0.4106
H14 -2.66 -1.28 -2.70  0.3516

No. 8
The following is a DFT calculation (ωB97M-V/def2-TZVPD) of a cluster of 2 separate species, C9H14O in total at a distorted geometry.

Energy relative to the best compared isomer or geometry (same formula, charge and spin): 14.6 kcal per mole
Max |F|: 2.20 eV/A
Kohn-Sham gap: 9.2 eV
Electronic energy: -426.549462 Eh
SMILES string: Cc1ccc(O)cc1.CC
Charge: 0
LUMO: 0.81 eV

Each line ends with the Mulliken charge.
Positions of all 24 atoms, in Å:
C1 -1.55 -1.99 -1.37  -1.3201
C2 -2.42 -0.20 0.18  -0.5365
C3 -1.36 -0.96 -0.30  0.5466
C4 -2.20 0.85 1.06  -0.4919
C5 -0.09 -0.60 0.12  -0.1798
C6 -0.92 1.14 1.55  0.4981
C7 0.14 0.46 1.00  -0.2278
O1 -0.80 2.22 2.36  -0.5404
H1 -3.44 -0.41 -0.12  0.3236
H2 -3.01 1.48 1.39  0.3702
H3 -0.88 -1.91 -2.22  0.3203
H4 -2.56 -1.96 -1.78  0.3481
H5 0.76 -0.93 -0.46  -0.0902
H6 1.17 0.81 1.08  0.3433
H7 0.08 2.29 2.78  0.3113
H8 -1.51 -2.98 -0.90  0.3126
C8 4.21 -0.01 -2.09  -0.9739
C9 2.99 -0.68 -1.51  -0.5988
H9 5.05 -0.70 -2.19  0.2862
H10 4.03 0.23 -3.14  0.2854
H11 4.58 0.84 -1.52  0.2945
H12 2.29 -1.21 -2.14  0.3113
H13 3.23 -1.32 -0.65  0.3197
H14 2.34 0.03 -1.00  0.0884

No. 9
The following is a DFT calculation (ωB97M-V/def2-TZVPD) of a cluster of 2 separate species, C9H14O in total at a distorted geometry.

Energy relative to the best compared isomer or geometry (same formula, charge and spin): 14.5 kcal per mole
Max |F|: 2.06 eV/A
Kohn-Sham gap: 9.3 eV
Electronic energy: -426.549708 Eh
SMILES string: Cc1ccc(O)cc1.CC
Charge: 0
LUMO: 0.94 eV

Each line ends with the Mulliken charge.
Positions of all 24 atoms, in Å:
C1 2.87 -1.11 1.68  -1.4224
C2 0.50 0.03 -1.10  -0.5523
C3 1.59 -0.01 -0.24  -0.4624
C4 -0.59 -0.80 -0.83  0.9180
C5 1.64 -0.94 0.83  0.4908
C6 -0.60 -1.68 0.21  -0.7416
C7 0.55 -1.78 1.00  -0.3683
O1 -1.74 -0.71 -1.59  -0.5293
H1 0.37 0.82 -1.84  0.3074
H2 2.53 0.44 -0.54  0.3356
H3 -1.62 -0.07 -2.27  0.2994
H4 -1.44 -2.30 0.51  0.3936
H5 2.73 -1.60 2.64  0.3698
H6 3.36 -0.15 1.82  0.3536
H7 0.49 -2.45 1.85  0.2973
H8 3.57 -1.72 1.09  0.3006
C8 -2.46 2.48 -0.09  -0.9202
C9 -1.07 3.08 0.08  -0.6276
H9 -2.79 2.57 -1.14  0.2553
H10 -2.73 1.49 0.28  0.2654
H11 -3.25 3.12 0.31  0.3570
H12 -0.24 2.40 -0.07  0.1250
H13 -1.03 3.46 1.11  0.2860
H14 -1.02 4.01 -0.46  0.2693

No. 10
The following is a DFT calculation (ωB97M-V/def2-TZVPD) of a cluster of 2 separate species, C9H14O in total at a distorted geometry.

Energy relative to the best compared isomer or geometry (same formula, charge and spin): 10.1 kcal per mole
Max |F|: 1.30 eV/A
Kohn-Sham gap: 9.3 eV
Electronic energy: -426.556651 Eh
SMILES string: Cc1ccc(O)cc1.CC
Charge: 0
LUMO: 0.85 eV

Each line ends with the Mulliken charge.
Positions of all 24 atoms, in Å:
C1 2.23 -1.74 1.27  -1.4388
C2 1.41 1.91 0.61  -0.4376
C3 1.07 1.84 -0.74  0.8628
C4 1.78 0.75 1.26  -0.5193
C5 1.77 -0.47 0.59  0.6071
C6 0.98 0.64 -1.41  -0.7991
C7 1.44 -0.50 -0.76  -0.5222
O1 0.74 3.04 -1.33  -0.5693
H1 1.44 2.86 1.13  0.3964
H2 2.08 0.78 2.30  0.3954
H3 0.67 0.58 -2.44  0.3726
H4 0.14 2.96 -2.08  0.3121
H5 3.28 -1.69 1.54  0.3366
H6 2.20 -2.56 0.56  0.3572
H7 1.68 -1.39 -1.33  0.2968
H8 1.69 -1.98 2.18  0.3249
C8 -3.34 -1.34 0.02  -0.8900
C9 -2.77 0.04 -0.33  -0.3676
H9 -2.56 -2.06 0.23  0.3282
H10 -4.02 -1.27 0.87  0.2548
H11 -4.00 -1.70 -0.78  0.2575
H12 -3.14 0.82 0.34  0.3122
H13 -3.08 0.33 -1.33  0.2982
H14 -1.69 0.16 -0.37  -0.1690

Copy entry 3 word for word.
The following is a DFT calculation (ωB97M-V/def2-TZVPD) of the ion C9H14N3OS with charge +1 at a distorted geometry.

Energy relative to the best compared isomer or geometry (same formula, charge and spin): 19.4 kcal per mole
Max |F|: 3.89 eV/A
Kohn-Sham gap: 8.1 eV
Electronic energy: -988.702634 Eh
SMILES string: CS[C@H]1N=CN/C(=[NH+]/C2CC2)[C@@H]1C=O
Charge: +1
LUMO: -4.18 eV

Each line ends with the Mulliken charge.
Positions of all 28 atoms, in Å:
C1 -2.06 0.02 -0.28  0.0195
C2 -1.83 -2.26 0.15  -0.0688
C3 -1.48 0.38 2.08  -0.1617
C4 3.57 0.55 1.34  -0.6705
C5 2.67 1.30 0.42  -0.4006
C6 -0.88 0.31 0.73  -0.3981
C7 2.06 0.40 1.48  -0.1365
C8 0.11 -0.90 0.69  0.1216
C9 -2.89 0.70 -2.90  -0.8861
N1 -2.48 -1.29 -0.20  -0.3761
N2 -0.49 -2.16 0.54  -0.1416
N3 1.37 -0.83 1.10  -0.0941
O1 -1.39 -0.52 2.87  -0.4106
S1 -1.46 0.26 -1.88  0.0148
H1 -2.95 0.69 0.11  0.4481
H2 -2.17 -3.36 0.16  0.2912
H3 -2.06 1.36 2.27  0.3346
H4 4.13 -0.35 1.02  0.2751
H5 4.05 1.10 2.17  0.2451
H6 2.42 2.41 0.67  0.2294
H7 2.78 1.06 -0.63  0.2770
H8 -0.37 1.20 0.38  0.5826
H9 1.50 0.83 2.38  0.3326
H10 -3.89 0.58 -2.43  0.3088
H11 -2.85 0.15 -3.84  0.3240
H12 -2.98 1.76 -3.27  0.3193
H13 -0.23 -2.99 1.10  0.3131
H14 1.85 -1.72 1.28  0.3078

Copy entry 8 word for word.
The following is a DFT calculation (ωB97M-V/def2-TZVPD) of a cluster of 2 separate species, C9H14O in total at a distorted geometry.

Energy relative to the best compared isomer or geometry (same formula, charge and spin): 14.6 kcal per mole
Max |F|: 2.20 eV/A
Kohn-Sham gap: 9.2 eV
Electronic energy: -426.549462 Eh
SMILES string: Cc1ccc(O)cc1.CC
Charge: 0
LUMO: 0.81 eV

Each line ends with the Mulliken charge.
Positions of all 24 atoms, in Å:
C1 -1.55 -1.99 -1.37  -1.3201
C2 -2.42 -0.20 0.18  -0.5365
C3 -1.36 -0.96 -0.30  0.5466
C4 -2.20 0.85 1.06  -0.4919
C5 -0.09 -0.60 0.12  -0.1798
C6 -0.92 1.14 1.55  0.4981
C7 0.14 0.46 1.00  -0.2278
O1 -0.80 2.22 2.36  -0.5404
H1 -3.44 -0.41 -0.12  0.3236
H2 -3.01 1.48 1.39  0.3702
H3 -0.88 -1.91 -2.22  0.3203
H4 -2.56 -1.96 -1.78  0.3481
H5 0.76 -0.93 -0.46  -0.0902
H6 1.17 0.81 1.08  0.3433
H7 0.08 2.29 2.78  0.3113
H8 -1.51 -2.98 -0.90  0.3126
C8 4.21 -0.01 -2.09  -0.9739
C9 2.99 -0.68 -1.51  -0.5988
H9 5.05 -0.70 -2.19  0.2862
H10 4.03 0.23 -3.14  0.2854
H11 4.58 0.84 -1.52  0.2945
H12 2.29 -1.21 -2.14  0.3113
H13 3.23 -1.32 -0.65  0.3197
H14 2.34 0.03 -1.00  0.0884